1.
Density functional theory data (ωB97M-V/def2-TZVPD) for a molecular structure, C29H50BrNOP2Pb in a non-equilibrium geometry.

The geometry in XYZ format:
```
85
Properties=species:S:1:pos:R:3
Pb 0.697 3.416 -3.399
Br 0.760 -1.102 -0.001
P -1.320 -2.904 -1.369
P 4.075 0.831 -1.937
O -1.111 0.969 1.842
N -5.132 5.478 -5.166
C 4.270 -1.330 -3.654
C -0.032 1.845 2.156
C -2.926 -2.841 -2.131
C -0.042 -0.921 -2.732
C -0.117 -4.077 -3.745
C -0.619 -1.120 -1.380
C -0.951 1.332 -2.906
C 3.067 2.148 -1.175
C -2.655 4.501 -4.184
C -4.575 6.004 -4.068
C -0.112 -3.923 -2.216
C 3.877 3.445 -1.066
C -1.845 0.452 2.948
C -1.607 -0.057 -1.051
C -4.084 -2.507 -1.175
C 5.670 -0.278 0.127
C -1.532 -3.587 0.292
C -3.161 4.100 -5.453
C -1.118 -0.629 3.747
C -1.573 3.794 -3.421
C -1.150 2.445 -3.837
C 3.293 -0.241 -3.189
C -1.557 1.183 -1.634
C -4.409 4.596 -5.864
C -3.327 5.581 -3.584
C -1.966 -5.050 0.423
C -0.217 0.231 -3.431
C -0.461 3.163 2.782
C 4.301 -0.395 -0.555
H 3.897 -1.821 -4.560
H -1.194 3.688 2.156
H 4.427 -2.112 -2.900
H 0.406 3.821 2.893
H 0.179 0.329 -4.449
H 0.786 -4.639 -4.055
H -4.239 -3.280 -0.415
H -1.458 -5.729 -0.273
H 2.172 2.248 -1.812
H 5.863 0.749 0.449
H -5.180 6.762 -3.556
H -2.648 3.391 -6.107
H -0.972 -4.656 -4.131
H 6.470 -0.571 -0.562
H 5.253 -0.902 -3.885
H -1.743 -5.394 1.440
H -2.748 0.033 2.482
H -3.911 -1.553 -0.655
H -1.583 4.033 -2.337
H -0.901 3.013 3.779
H -1.796 -1.030 4.510
H -0.253 -4.930 -1.814
H 5.746 -0.926 1.014
H 0.449 2.022 1.183
H 0.622 -1.714 -3.080
H -1.172 2.160 -4.895
H 0.683 1.330 2.816
H -3.075 -3.842 -2.558
H 4.190 -1.417 -0.946
H -5.021 -2.429 -1.740
H -0.574 -3.416 0.803
H 4.717 3.335 -0.368
H 2.712 1.790 -0.202
H -3.046 -5.192 0.296
H -4.871 4.238 -6.797
H -2.953 6.077 -2.695
H -2.263 -0.271 -0.211
H 3.015 0.411 -4.032
H -2.044 2.062 -1.190
H -0.118 -3.119 -4.282
H -0.243 -0.225 4.269
H -2.260 -2.931 0.791
H 0.879 -3.586 -1.862
H 4.319 3.743 -2.027
H 3.256 4.272 -0.711
H -2.124 1.282 3.618
H 2.374 -0.655 -2.767
H -2.858 -2.120 -2.968
H 3.491 -0.250 0.174
H -0.800 -1.462 3.106
```

Charge = +4
Lowest unoccupied orbital energy (spin up / spin down) = -13.4 / -14.6 eV
Highest occupied orbital energy (spin up / spin down) = -18.4 / -18.4 eV
Strongest force on any atom = 4.40 eV Å⁻¹
Kohn-Sham gap (spin up / spin down) = 4.935 / 3.750 eV

=====

2.
Density functional theory data (ωB97M-V/def2-TZVPD) for a molecular structure, C29H50GeIN3O3Si3Sn in a non-equilibrium geometry.

The geometry in XYZ format:
```
91
Properties=species:S:1:pos:R:3
I 13.845 13.409 11.690
Sn 10.894 12.667 10.976
Ge 11.180 10.019 9.847
Si 12.479 10.287 7.205
Si 13.264 9.071 11.040
Si 8.924 9.257 10.284
O 9.031 13.074 10.582
O 10.632 12.752 13.048
O 9.826 18.074 12.493
N 9.866 14.551 14.226
N 11.214 14.792 10.644
N 6.196 14.993 11.657
C 8.863 7.332 10.265
C 12.499 9.419 12.695
C 8.095 16.413 11.854
C 11.060 15.353 14.395
C 14.664 15.352 9.435
C 13.076 7.284 10.541
C 6.776 16.128 11.992
C 13.608 14.852 10.206
C 8.496 9.972 11.990
C 13.337 8.673 6.777
C 6.941 13.965 11.172
C 10.319 15.658 11.042
C 8.349 14.124 11.031
C 13.748 11.595 7.555
C 9.934 13.279 13.986
C 14.435 16.256 8.416
C 9.526 12.376 15.112
C 8.034 9.868 8.744
C 12.006 14.701 15.412
C 6.254 12.750 10.725
C 8.948 15.379 11.335
C 10.911 10.637 6.349
C 11.317 13.853 16.457
C 8.423 17.881 12.243
C 10.785 12.442 16.033
C 12.163 16.319 9.011
C 12.326 15.347 10.009
C 13.178 16.737 8.233
C 14.948 9.738 10.754
H 10.023 19.018 12.390
H 8.373 10.843 8.402
H 10.470 11.921 16.943
H 13.342 7.023 9.519
H 7.588 9.392 12.237
H 10.292 11.362 6.852
H 15.559 9.457 11.612
H 14.355 11.163 8.388
H 6.834 12.134 10.060
H 8.107 10.969 11.878
H 13.597 8.936 5.680
H 8.083 18.526 11.427
H 9.250 9.853 12.731
H 11.455 9.043 12.797
H 10.590 16.709 11.087
H 9.255 14.695 15.049
H 10.264 9.815 6.064
H 12.980 8.831 13.514
H 13.793 6.744 11.163
H 15.436 9.220 9.881
H 6.971 9.818 8.812
H 9.238 6.913 9.302
H 12.680 14.006 14.856
H 12.707 7.801 6.790
H 10.505 14.439 16.858
H 14.970 10.814 10.752
H 14.250 8.524 7.283
H 15.658 14.927 9.535
H 5.845 12.098 11.532
H 11.245 11.120 5.349
H 9.381 6.817 11.127
H 10.763 16.358 14.719
H 11.583 15.518 13.462
H 8.673 12.812 15.602
H 14.422 11.588 6.682
H 12.125 6.788 10.687
H 6.110 16.875 12.470
H 5.358 13.050 10.208
H 11.550 11.790 15.582
H 9.327 11.376 14.765
H 8.349 9.142 7.981
H 11.203 16.674 8.692
H 12.982 17.393 7.417
H 12.583 15.510 15.808
H 11.952 13.642 17.299
H 13.432 12.606 7.753
H 7.789 7.033 10.311
H 12.550 10.489 12.936
H 15.232 16.415 7.699
H 7.800 18.139 13.145
```

2S+1 = 2
Charge = +3
Lowest unoccupied orbital energy (spin up / spin down) = -9.1 / -10.5 eV
Highest occupied orbital energy (spin up / spin down) = -15.8 / -15.8 eV
⟨S²⟩ = 0.75
Strongest force on any atom = 2.67 eV Å⁻¹
Kohn-Sham gap (spin up / spin down) = 6.695 / 5.227 eV